Record 1
41
Properties=species:S:1:pos:R:3 method="wB97M-V/def2-TZVPD" homo_ev="-8.4 / -8.4" de_lowest_ev=18.220 lumo_energy_ev="-2.03 / -2.03" gap_ha="0.2341 / 0.2341"
Re 0.099 -0.518 0.817
N -1.550 -0.559 2.220
C -1.752 0.780 2.834
C -1.234 1.848 1.904
O -1.729 2.950 1.855
N -0.135 1.424 1.181
C 0.230 2.281 0.084
C -0.346 1.589 -1.167
O -0.046 2.040 -2.286
O -1.059 0.562 -0.941
H -2.412 -0.875 1.782
H -1.319 -1.220 2.965
H -1.156 0.824 3.746
H -2.794 0.971 3.077
H 1.305 2.410 -0.028
H -0.254 3.253 0.166
Cl -0.367 -4.684 -0.513
C 0.243 -3.433 -1.561
C 0.126 -2.138 -1.212
C 0.796 -1.367 -2.252
Cl 1.836 -0.233 -2.056
C 0.808 -1.554 -3.703
Cl -0.394 -0.744 -4.668
C 1.049 -2.984 -3.888
Cl 1.463 -3.525 -5.481
C 0.830 -3.846 -2.860
Cl 1.120 -5.524 -3.110
O 1.405 -0.261 -0.514
N 3.324 0.230 -1.943
C 4.478 0.744 -2.019
C 4.571 1.547 -3.250
C 3.805 1.241 -4.329
C 2.803 0.164 -4.621
C 2.000 -0.432 -3.743
H 5.293 0.504 -1.341
H 5.319 2.325 -3.344
H 4.016 1.841 -5.208
H 2.623 -0.026 -5.672
H 1.106 0.869 -2.316
O 1.230 -1.087 2.012
O 0.927 -1.240 3.374


Record 2
37
Properties=species:S:1:pos:R:3 method="wB97M-V/def2-TZVPD" homo_ev="-8.6 / -8.6" de_lowest_ev=4.347 lumo_energy_ev="-2.09 / -1.70" gap_ha="0.2376 / 0.2533" spin_multiplicity=4
Co 0.072 1.138 -0.432
O -2.242 3.319 -2.006
Cl -0.837 3.765 -2.000
O -0.340 4.091 -3.351
O 0.128 1.474 -1.911
O -0.357 2.160 0.606
O -1.394 -2.528 0.967
S -1.419 -1.502 -0.039
O -1.512 -1.918 -1.406
N 0.016 -0.572 0.090
C 1.211 -1.251 0.229
C 1.342 -2.614 0.437
C 2.600 -3.200 0.592
C 3.760 -2.473 0.531
C 3.689 -1.095 0.258
C 4.816 -0.272 0.064
C 4.649 1.038 -0.301
C 3.353 1.554 -0.433
N 2.294 0.812 -0.222
C 2.411 -0.488 0.106
C -2.762 -0.391 0.354
C -3.548 -0.698 1.452
C -4.663 0.076 1.727
C -4.976 1.151 0.910
C -4.179 1.456 -0.183
C -3.075 0.669 -0.478
H 0.463 -3.229 0.505
H 2.642 -4.264 0.761
H 4.721 -2.946 0.653
H 5.803 -0.697 0.180
H 5.491 1.679 -0.493
H 3.181 2.579 -0.728
H -3.289 -1.549 2.059
H -5.292 -0.167 2.570
H -5.866 1.727 1.112
H -4.411 2.295 -0.819
H -2.483 0.869 -1.359


Record 3
29
Properties=species:S:1:pos:R:3 method="wB97M-V/def2-TZVPD" homo_ev=-9.0 de_lowest_ev=1.894 lumo_energy_ev=0.15 gap_ha=0.3367
C -3.423 0.486 -2.639
C -3.315 0.767 -1.113
C -3.885 -0.451 -0.366
O -5.103 -0.597 -0.320
O -2.934 -1.280 0.230
C -1.773 -0.483 0.087
C -0.480 -0.934 0.454
C 0.559 0.030 0.095
C 1.890 -0.428 0.700
C 3.161 -0.680 -0.015
C 4.332 -1.040 0.580
C 4.437 -0.870 1.986
C 3.261 -0.592 2.636
C 1.986 -0.284 2.052
C 0.246 1.374 -0.344
Cl 1.669 2.477 -0.452
C -1.015 1.759 -0.682
C -1.968 0.681 -0.625
H -2.945 -0.497 -2.880
H -4.413 0.489 -3.012
H -2.852 1.248 -3.252
H -3.972 1.646 -0.827
H -0.285 -1.883 1.075
H 3.215 -0.494 -1.012
H 5.128 -1.382 -0.079
H 5.359 -1.057 2.476
H 3.162 -0.630 3.732
H 1.110 -0.046 2.632
H -1.152 2.669 -1.117


Record 4
38
Properties=species:S:1:pos:R:3 method="wB97M-V/def2-TZVPD" homo_ev=-12.3 total_charge=+1 lumo_energy_ev=-3.86 gap_ha=0.3095
N 2.459 0.383 2.474
C 1.674 0.805 1.241
F 1.461 2.089 1.359
F 2.470 0.552 0.224
C 0.375 -0.057 1.118
F 0.799 -1.326 1.309
F -0.079 0.088 -0.103
C -0.746 0.257 2.188
F -0.188 1.013 3.169
F -1.741 0.916 1.638
F -1.181 -0.864 2.738
H 2.743 -0.600 2.395
H 3.301 0.970 2.532
H 1.907 0.514 3.330
C 1.816 -6.488 -1.424
C 1.885 -6.060 -2.683
C 1.553 -4.658 -3.042
O 1.623 -4.257 -4.182
C 1.129 -3.750 -1.941
C 1.058 -4.181 -0.686
C 1.405 -5.581 -0.326
O 1.360 -5.948 0.828
H 2.057 -7.504 -1.137
H 2.186 -6.700 -3.502
H 0.881 -2.737 -2.234
H 0.740 -3.553 0.136
C -2.745 5.514 -1.635
C -1.606 4.839 -1.504
C -1.355 4.002 -0.311
O -0.332 3.351 -0.185
C -2.402 3.950 0.734
C -3.550 4.607 0.603
C -3.811 5.449 -0.598
O -4.848 6.055 -0.723
H -2.961 6.133 -2.496
H -0.821 4.863 -2.249
H -2.178 3.342 1.600
H -4.339 4.572 1.343


Record 5
37
Properties=species:S:1:pos:R:3 method="wB97M-V/def2-TZVPD" homo_ev=-8.9 de_lowest_ev=1.367 lumo_energy_ev=-0.33 gap_ha=0.3142
C -2.760 -0.797 -2.328
C -2.330 -0.315 -1.025
N -3.053 -0.388 0.033
C -2.258 0.172 1.014
C -2.567 0.493 2.378
N -3.925 0.334 2.739
O -4.374 -0.872 2.751
O -4.669 1.330 2.827
C -1.595 1.106 3.152
Cl -2.197 1.853 4.614
C -0.320 1.428 2.595
Cl 0.808 2.313 3.671
C 0.046 1.099 1.349
C -0.950 0.384 0.540
N -1.007 0.003 -0.779
C 0.169 0.031 -1.664
C 1.290 -0.691 -1.054
C 1.110 -2.029 -0.811
C 2.193 -2.702 -0.275
C 3.402 -2.134 -0.168
C 3.582 -0.783 -0.286
C 2.552 -0.116 -0.870
B 2.670 1.441 -0.991
O 2.636 2.116 0.209
O 2.791 2.105 -2.250
H -2.124 -1.504 -2.741
H -3.752 -1.219 -2.190
H -2.917 0.008 -3.091
H 0.975 1.386 0.942
H 0.434 1.107 -1.617
H -0.066 -0.417 -2.640
H 0.105 -2.416 -1.041
H 2.060 -3.794 -0.143
H 4.137 -2.818 0.193
H 4.526 -0.317 0.003
H 2.671 3.111 -0.018
H 2.708 1.495 -3.031


Record 6
42
Properties=species:S:1:pos:R:3 method="wB97M-V/def2-TZVPD" homo_ev="-11.0 / -11.8" de_lowest_ev=0.525 total_charge=+1 lumo_energy_ev="-3.17 / -5.60" gap_ha="0.2865 / 0.2286" spin_multiplicity=6
Ho -18.581 -1.875 -2.639
C -14.840 -3.608 -0.733
C -15.648 -2.544 -0.994
N -16.703 -2.913 -1.767
N -16.486 -4.260 -2.043
C -15.402 -4.690 -1.399
B -17.428 -5.118 -2.961
N -17.601 -4.341 -4.322
C -17.656 -4.955 -5.526
C -17.726 -3.973 -6.485
C -17.786 -2.733 -5.774
N -17.749 -3.027 -4.477
N -18.821 -5.202 -2.274
C -19.598 -6.220 -1.860
C -20.747 -5.670 -1.341
C -20.640 -4.330 -1.458
N -19.463 -3.995 -2.019
N -16.823 -6.499 -3.215
C -15.604 -6.609 -3.910
C -14.951 -7.754 -3.460
C -15.786 -8.284 -2.496
N -16.896 -7.530 -2.305
H -13.885 -3.610 -0.214
H -15.551 -1.454 -0.590
H -15.057 -5.715 -1.415
H -17.630 -6.029 -5.597
H -17.732 -4.090 -7.600
H -17.917 -1.707 -6.106
H -19.275 -7.207 -1.945
H -21.621 -6.233 -0.976
H -21.390 -3.570 -1.263
H -15.287 -5.888 -4.619
H -14.054 -8.150 -3.917
H -15.725 -9.207 -1.956
S -21.276 4.892 -1.005
C -20.689 3.492 -1.448
S -21.619 2.002 -1.458
C -20.342 0.906 -1.694
C -19.079 1.500 -1.999
S -17.631 0.675 -2.427
S -19.007 3.226 -1.894
S -20.764 -0.769 -1.482


| no. | molar mass (g mol⁻¹) |
| --- | --- |
| 1 | 692.74 |
| 2 | 441.71 |
| 3 | 258.70 |
| 4 | 402.24 |
| 5 | 380.00 |
| 6 | 640.39 |